17
Properties=species:S:1:pos:R:3 method="wB97M-V/def2-TZVPD" e_lumo_ev=0.75 e_tot_ev=-10448.3031 smiles=COC[C@@H](O)CO charge=0 e_homo_ev=-8.339 molar_mass_g_mol=106.12 fmax_ev_per_a=3.0
C 1.73088 0.86745 -0.11413
O 1.36855 -0.44968 0.06838
C 0.52477 -0.98480 -0.94026
C -0.60228 -0.79165 0.46570
O -0.38625 0.01796 1.65792
C -1.79963 -0.10036 -0.10724
O -1.52374 1.26048 -0.39792
H 2.03500 1.23784 0.86740
H 0.93099 1.50784 -0.51826
H 2.56559 0.80828 -0.80903
H 0.35762 -0.29826 -1.80534
H 1.13393 -1.82347 -1.41094
H -0.65160 -1.81651 0.79020
H 0.28798 -0.34489 2.25285
H -2.62805 -0.18359 0.59961
H -2.01915 -0.59428 -1.04810
H -1.32462 1.68764 0.44915

17
Properties=species:S:1:pos:R:3 method="wB97M-V/def2-TZVPD" e_lumo_ev=0.35 e_tot_ev=-10451.6600 smiles="O=CCCCO.O" charge=0 e_homo_ev=-9.880 molar_mass_g_mol=106.12 fmax_ev_per_a=1.5
O 0.47996 -3.33705 0.37453
C 1.31996 -2.53195 0.08120
C 1.41547 -1.10776 0.57826
C 0.06204 -0.42116 0.73238
C 0.23894 1.08170 1.02488
O -0.49859 1.56054 2.14380
H 2.22699 -2.88844 -0.45655
H 2.02803 -0.60148 -0.17689
H 1.99136 -1.11737 1.50583
H -0.46476 -0.90416 1.54554
H -0.45780 -0.55483 -0.20951
H 1.28020 1.26968 1.27420
H 0.01464 1.63365 0.11069
H -1.40691 1.65660 1.83250
H -3.23754 3.43256 -3.73712
H -1.99550 2.59182 -3.77658
O -2.31984 3.45378 -4.06623

17
Properties=species:S:1:pos:R:3 method="wB97M-V/def2-TZVPD" e_lumo_ev=0.83 e_tot_ev=-10451.6292 smiles=COC[C@@H](O)CO charge=0 e_homo_ev=-9.864 molar_mass_g_mol=106.12 fmax_ev_per_a=0.4
C 2.73264 0.27945 -0.18790
O 1.49998 0.23864 0.49093
C 0.42056 -0.09766 -0.35013
C -0.79418 -0.29692 0.53161
O -1.05283 0.89232 1.25786
C -2.04436 -0.62981 -0.32953
O -3.12175 0.23289 -0.08296
H 3.50955 0.49490 0.55005
H 2.74342 1.05825 -0.96453
H 2.94685 -0.68966 -0.66347
H 0.21145 0.71282 -1.06801
H 0.63240 -1.01747 -0.91975
H -0.57627 -1.11217 1.23587
H -0.19184 1.26155 1.50390
H -2.35788 -1.66024 -0.12325
H -1.77143 -0.58334 -1.39593
H -2.78630 0.91646 0.51524

17
Properties=species:S:1:pos:R:3 method="wB97M-V/def2-TZVPD" e_lumo_ev=0.85 e_tot_ev=-10451.5334 smiles=COC[C@@H](O)CO charge=0 e_homo_ev=-9.994 molar_mass_g_mol=106.12 fmax_ev_per_a=1.8
C 2.66886 0.42380 -0.25231
O 1.49216 0.03497 0.40075
C 0.39739 -0.15342 -0.47192
C -0.76846 -0.53931 0.41101
O -1.00121 0.44573 1.40553
C -2.04358 -0.60579 -0.39573
O -2.59399 0.65417 -0.62919
H 3.44777 0.55506 0.50269
H 2.49953 1.36242 -0.79259
H 2.98854 -0.33993 -0.97498
H 0.02322 0.72234 -1.11581
H 0.62267 -0.94742 -1.20018
H -0.57081 -1.50588 0.89159
H -0.12950 0.83599 1.54718
H -2.76363 -1.24695 0.13303
H -1.86053 -0.93106 -1.46351
H -2.38118 1.18162 0.15007

18
Properties=species:S:1:pos:R:3 method="wB97M-V/def2-TZVPD" e_lumo_ev="-10.89 / -11.32" e_tot_ev=-24499.2085 charge=+2 spin_multiplicity=4 e_homo_ev="-16.802 / -17.027" molar_mass_g_mol=247.03 fmax_ev_per_a=5.6
O 1.11818 -1.78047 -0.18550
C 2.07123 -1.25337 0.66641
C 1.80885 0.15042 1.19412
O 1.83785 1.19666 0.24004
C 0.67626 1.43160 -0.47865
H 3.05709 -1.24344 0.16002
H 2.17747 -1.89771 1.56267
H 2.58215 0.40742 1.93228
H 0.83686 0.15856 1.72356
H 0.07228 2.23803 -0.03908
H 0.91144 1.68800 -1.52304
H -0.29311 0.45727 -0.46941
O -1.96200 -0.34262 -0.78413
C -3.20843 0.23112 -0.84893
Pr -1.02586 -2.62091 -0.37293
H -3.85238 -0.01929 0.00647
H -3.12395 1.31969 -0.98639
H -3.68393 -0.12098 -1.79749

18
Properties=species:S:1:pos:R:3 method="wB97M-V/def2-TZVPD" e_lumo_ev=-4.97 e_tot_ev=-31145.3940 charge=+1 e_homo_ev=-12.469 molar_mass_g_mol=151.08 fmax_ev_per_a=2.8
C -0.59077 -1.44633 0.41482
O -1.80365 -1.16548 -0.34609
C -2.53146 -0.03606 0.07028
C -2.03994 1.29906 -0.49841
O -0.79779 1.73476 -0.04517
H -0.03911 -2.17592 -0.20452
H -0.89371 -2.01591 1.32154
H -2.55777 0.01635 1.17791
H -3.57101 -0.18428 -0.26668
H -2.83290 2.04103 -0.26214
H -2.03677 1.19171 -1.60475
Sc 0.43169 0.45192 0.71952
O 2.50208 0.65272 0.53027
H 3.05819 1.32042 0.94059
C 3.26933 -0.24121 -0.32840
H 3.82518 0.22615 -1.14940
H 4.02710 -0.70540 0.31506
H 2.58132 -0.96352 -0.78441

19
Properties=species:S:1:pos:R:3 method="wB97M-V/def2-TZVPD" e_lumo_ev=0.59 e_tot_ev=-23334.9565 smiles="O=S(=O)(O)CCCCO" charge=0 e_homo_ev=-10.618 molar_mass_g_mol=154.19 fmax_ev_per_a=1.5
C 0.78216 0.70970 1.56333
C -0.46362 1.06631 0.72975
C -1.22265 -0.16372 0.22997
C -0.41116 -1.17102 -0.57786
H -0.10431 0.17483 3.19676
H 1.19302 1.60281 2.00172
H 1.52313 0.27710 0.90456
H -0.14039 1.72353 -0.13093
H -1.14381 1.67141 1.30850
H -1.61306 -0.69697 1.10679
H -2.10236 0.15165 -0.37659
H 0.46317 -1.55875 -0.02849
H -1.00527 -2.04200 -0.84890
H 2.20669 0.07104 -2.17617
O 0.51218 -0.24465 2.55653
O 1.41258 0.39669 -1.68217
O 0.78481 -1.66401 -2.89069
O -0.84447 0.26993 -2.73955
S 0.17336 -0.57387 -2.14657

19
Properties=species:S:1:pos:R:3 method="wB97M-V/def2-TZVPD" e_lumo_ev="0.61 / 0.43" e_tot_ev=-14543.9185 charge=0 e_homo_ev="-7.525 / -6.077" molar_mass_g_mol=138.12 fmax_ev_per_a=1.5
C -2.22899 -0.33368 0.77061
C -1.08052 -0.35419 -0.24562
C 2.70379 -0.48280 -0.54484
C -0.09756 0.78708 -0.06754
O -1.65153 -0.23686 -1.53924
O 2.20253 -1.74005 -0.55559
O 2.92251 0.17197 0.58433
O -0.54954 2.03595 -0.49874
O 0.49940 0.87695 1.19910
H -1.82070 -0.36980 1.77642
H -2.87533 -1.19238 0.60863
H -2.81597 0.57257 0.64550
H -0.53887 -1.30784 -0.15007
H 3.05971 -0.12023 -1.49013
H -0.97967 -0.43902 -2.19481
H 1.96837 -2.00221 0.34583
H 2.05774 0.44369 1.03528
H -1.29210 1.87135 -1.09345
H 0.51673 1.81949 1.41432

16
Properties=species:S:1:pos:R:3 method="wB97M-V/def2-TZVPD" e_lumo_ev=0.81 e_tot_ev=-17190.5960 smiles="CC=O.CSC" charge=0 e_homo_ev=-8.651 molar_mass_g_mol=106.19 fmax_ev_per_a=4.4
C 0.81405 2.09730 2.21129
S -0.66174 1.48002 3.08498
C -1.92838 2.83172 2.99803
H 1.42829 1.08506 1.96775
H 1.40966 2.84769 2.71899
H 0.59862 2.37251 1.26289
H -2.35839 3.03085 3.97988
H -1.36329 3.90788 2.88435
H -2.85688 2.68276 2.38965
O 1.98513 -2.63439 -4.51482
C 0.84450 -3.02030 -4.45586
C -0.03056 -2.91960 -3.22622
H 0.43490 -3.61326 -5.23155
H 0.60281 -3.18515 -2.17860
H -0.86955 -3.71136 -3.06621
H -0.51698 -1.95696 -3.13171

16
Properties=species:S:1:pos:R:3 method="wB97M-V/def2-TZVPD" e_lumo_ev=0.19 e_tot_ev=-17186.6131 smiles="C=S(=C)(C)OC" charge=0 e_homo_ev=-8.200 molar_mass_g_mol=106.19 fmax_ev_per_a=1.8
C 0.42087 0.16193 -1.75173
C -0.64875 -2.25674 0.05021
C 1.39934 1.04120 1.54285
C -1.89271 0.46192 -0.36790
O 0.08083 0.95180 1.10051
S -0.20386 -0.16190 -0.26374
H 0.25930 1.13880 -2.16853
H 1.37042 -0.29429 -1.96006
H -0.81036 -2.23494 1.13576
H 0.34426 -2.69688 -0.11614
H 1.96827 1.75302 0.93330
H 1.90085 0.06719 1.50080
H 1.38274 1.38462 2.57838
H -2.34180 0.34328 0.61094
H -1.87118 1.50732 -0.64887
H -2.40857 -0.14192 -1.10312